(1)
A cluster of 13 separate species, C40H110N4O13 in total in a non-equilibrium geometry. Source: the Open Molecules 2025 dataset; level of theory: ωB97M-V/def2-TZVPD.

The geometry in XYZ format:
```
167
Properties=species:S:1:pos:R:3:mulliken_charge:R:1
C -4.43762 1.33548 -4.32512 -1.362
C -3.63397 1.74244 -3.06899 1.166
C -4.24193 3.01613 -2.51086 -1.437
O -3.98801 0.76600 -2.10421 0.023
H -5.50943 1.34331 -4.12700 0.304
H -4.13960 0.35674 -4.70108 0.199
H -4.32789 2.13350 -5.05944 0.469
H -2.55130 1.82025 -3.16833 0.181
H -5.24659 2.98050 -2.08955 0.247
H -4.33248 3.74328 -3.31780 0.514
H -3.56658 3.46528 -1.78267 0.155
H -3.60501 -0.07791 -2.35464 -0.304
C -0.39300 1.18432 -1.18865 -0.284
C -0.94586 0.07709 -0.32103 2.725
C 0.09671 -0.89687 0.06563 -1.373
O -1.44903 0.61184 0.94406 -0.321
H -0.06869 0.68907 -2.10388 0.012
H 0.43844 1.73600 -0.74996 0.261
H -1.22790 1.81909 -1.48546 -0.427
H -1.73399 -0.50147 -0.80290 -1.089
H 0.68295 -1.20305 -0.80078 0.026
H -0.28084 -1.83616 0.46974 0.278
H 0.74182 -0.41373 0.79946 -0.120
H -2.28198 1.07244 0.81898 -0.235
C 0.07706 -4.12865 3.09255 -0.868
C 0.35881 -3.54285 4.47892 0.789
C 1.73479 -3.95761 5.10544 -1.610
O 0.51097 -2.14140 4.35457 -0.268
H 0.70840 -3.58383 2.39063 -0.162
H -0.92467 -3.94320 2.70494 0.261
H 0.41245 -5.16551 3.11571 0.467
H -0.40331 -3.76310 5.22642 0.254
H 2.62590 -3.46834 4.71220 0.248
H 1.93091 -5.02924 5.07027 0.444
H 1.77289 -3.65156 6.15090 0.399
H -0.27664 -1.83973 3.89604 -0.076
C 1.26297 4.05682 -3.05732 -0.875
C 1.84444 5.18805 -3.89257 0.545
C 3.37451 5.04285 -4.03430 -1.452
O 1.18648 5.23326 -5.13480 -0.583
H 0.17779 4.15498 -3.02838 0.408
H 1.69908 4.10338 -2.05946 0.038
H 1.48857 3.07674 -3.47760 0.292
H 1.61142 6.12710 -3.39058 0.213
H 3.92414 5.00761 -3.09369 0.349
H 3.82207 5.93048 -4.48140 0.412
H 3.71286 4.22363 -4.66873 0.334
H 0.24796 5.18220 -4.93943 0.330
C -2.98203 -2.74566 -4.71407 -1.463
C -2.75694 -2.37468 -3.26010 0.928
C -2.18334 -3.56373 -2.40550 -1.231
O -1.92127 -1.20442 -3.17972 -0.056
H -3.42815 -1.95376 -5.31570 0.281
H -3.76195 -3.50572 -4.76043 0.481
H -2.07596 -3.00526 -5.26156 0.176
H -3.73995 -2.19432 -2.82505 0.266
H -1.16028 -3.85798 -2.63978 0.069
H -2.83893 -4.43320 -2.45364 0.495
H -2.10319 -3.19231 -1.38388 0.122
H -1.11208 -1.41025 -3.65348 0.254
C 1.80764 -3.16441 -5.85782 -1.693
C 0.90252 -3.10275 -4.60836 0.630
C 1.77753 -3.44164 -3.36263 -0.936
O 0.39204 -1.78253 -4.45128 -0.460
H 2.63630 -2.45837 -5.80378 0.328
H 1.29877 -2.77572 -6.73990 0.449
H 2.11876 -4.18987 -6.05719 0.417
H 0.13103 -3.85322 -4.78065 0.300
H 1.23849 -3.35287 -2.41941 -0.038
H 2.47332 -2.62654 -3.16371 0.156
H 2.36900 -4.34606 -3.50505 0.510
H 1.08935 -1.12281 -4.46244 0.245
C 0.19112 5.16808 2.24642 -0.888
C 0.11522 5.71333 0.79541 0.476
C -0.98792 5.21661 -0.15323 -0.838
O -0.19675 7.12031 0.90131 -0.621
H 0.41088 4.10723 2.36642 -0.118
H -0.77569 5.31723 2.72719 0.356
H 0.95468 5.66381 2.84585 0.357
H 1.07277 5.61907 0.28325 0.192
H -0.94448 4.13167 -0.24875 -0.222
H -0.95510 5.74862 -1.10401 0.323
H -1.96490 5.31834 0.31929 0.579
H -1.11841 7.28267 1.11531 0.350
C -2.83574 -1.61825 5.06548 -1.719
C -3.01657 -0.71293 3.86559 2.013
C -3.22832 0.74780 4.30782 -1.360
O -1.81086 -0.95182 3.18332 0.814
H -2.82573 -2.65491 4.72882 0.378
H -3.72840 -1.55148 5.68742 0.417
H -1.93547 -1.51639 5.67149 0.324
H -3.81047 -0.94547 3.15584 -0.851
H -4.07069 0.92837 4.97558 0.439
H -3.31603 1.40356 3.44157 0.186
H -2.35152 1.06671 4.87139 0.301
H -1.78469 -0.28704 2.49123 -0.260
O -3.89206 1.82452 0.58957 -0.618
H -3.77991 1.68639 -0.35095 -0.267
H -4.67309 2.37338 0.66008 0.323
C 4.09984 -5.57906 0.59385 -1.499
C 3.57039 -4.59818 -0.48193 0.334
C 3.17093 -3.21907 0.05346 1.131
O 4.20633 -2.74969 0.90344 -0.572
C 3.82444 -1.66444 1.75694 0.317
N 4.63259 -4.58344 -1.47520 -0.685
H 4.51943 -6.54714 0.32025 0.392
H 3.41566 -5.60821 1.44188 0.296
H 4.98353 -5.09129 1.00528 0.320
H 2.70347 -5.12963 -0.87451 0.347
H 2.19340 -3.34763 0.51823 -0.429
H 2.91512 -2.45350 -0.67904 -0.552
H 3.69044 -0.77611 1.13968 -0.261
H 4.67340 -1.44703 2.40509 0.373
H 2.92958 -1.91147 2.32819 -0.124
H 4.68688 -5.44749 -1.99537 0.303
H 5.53466 -4.57900 -1.02094 0.304
C 3.36527 0.62716 -1.72009 -0.315
C 4.46541 1.41186 -2.44707 1.090
C 5.85326 1.29442 -1.73137 -1.041
O 5.68035 1.92554 -0.52658 -0.138
C 6.82675 1.93097 0.29770 -0.982
N 4.58372 0.86497 -3.75250 -0.722
H 3.20678 1.11739 -0.75954 -0.278
H 3.55768 -0.41843 -1.47965 0.149
H 2.41093 0.64650 -2.24638 0.032
H 4.06410 2.41852 -2.56407 -0.354
H 6.57935 1.92846 -2.24019 0.531
H 6.30472 0.31310 -1.58542 0.377
H 6.61747 2.74230 0.99487 0.226
H 7.77737 2.23362 -0.14142 0.403
H 6.94207 0.94940 0.75740 0.319
H 5.45143 1.23526 -4.11314 0.341
H 4.88598 -0.09841 -3.72721 0.300
C 0.39343 2.54247 5.03697 -1.699
C 1.05804 1.21984 4.59930 1.525
C 1.87171 1.28033 3.29866 0.839
O 2.79883 2.36793 3.37352 -0.644
C 3.49224 2.46911 2.10254 -0.383
N 1.97405 0.80616 5.68671 -0.748
H -0.24626 2.43268 5.91267 0.434
H -0.24788 3.02018 4.29628 0.223
H 1.15776 3.21160 5.43212 0.380
H 0.31478 0.45476 4.37499 -0.625
H 1.14826 1.44108 2.49936 -0.215
H 2.40086 0.34151 3.13526 -0.107
H 4.16537 3.32101 2.00633 0.409
H 2.82446 2.39103 1.24459 -0.079
H 4.16532 1.61176 2.10618 0.243
H 2.26213 -0.12909 5.43687 0.275
H 2.82038 1.35641 5.71903 0.343
C -4.49459 -1.73319 0.43975 -0.878
C -6.00713 -1.55139 0.33355 0.559
C -6.59556 -1.01214 1.67764 -0.842
O -6.37769 -1.92635 2.70651 -0.298
C -6.63205 -1.53523 4.04080 -0.626
N -6.20594 -0.51258 -0.70787 -0.753
H -3.91231 -0.83010 0.62275 -0.230
H -4.01891 -2.03818 -0.49235 0.194
H -4.32777 -2.45255 1.24150 0.677
H -6.41068 -2.54210 0.12442 0.291
H -7.64583 -0.73993 1.57310 0.461
H -6.11684 -0.06335 1.92000 0.233
H -7.67492 -1.30328 4.25697 0.347
H -6.02841 -0.66014 4.28151 0.194
H -6.31846 -2.35355 4.68896 0.234
H -5.33639 -0.25130 -1.15027 0.196
H -6.36260 0.35898 -0.22214 0.340
```

Output
Orbital gap, eV: 8.93
HOMO energy, eV: -8.568
LUMO level, eV: 0.36
Energy relative to the best compared isomer or geometry (same formula, charge and spin), kJ/mol: 42.7



(2)
A structure of composition C40H111HfN6O19 in a non-equilibrium geometry. Source: the Open Molecules 2025 dataset; level of theory: ωB97M-V/def2-TZVPD.

The geometry in XYZ format:
```
177
Properties=species:S:1:pos:R:3:mulliken_charge:R:1
Hf 7.74314 5.73094 16.57800 1.002
C 6.35904 5.47357 12.10892 -0.316
C 5.97339 4.84356 13.44385 2.150
O 6.77593 5.24994 14.50192 0.971
H 5.89099 4.90170 11.30645 -0.224
H 7.43654 5.37189 11.97042 0.468
H 6.04567 6.51535 12.05219 -0.407
H 6.03671 3.75106 13.36138 -1.248
H 4.91308 5.07108 13.61126 -0.565
C 2.49011 5.26754 11.33814 2.131
O 1.30583 4.69667 11.88086 -0.382
C 0.30593 5.68421 12.10204 0.195
C -0.91650 5.03524 12.67441 -1.263
N -0.54253 4.30391 13.88498 0.306
C -1.55161 3.30818 14.20788 -0.888
C -1.12633 2.39259 15.33206 -0.375
O -0.01051 1.63377 14.90450 -0.290
C 0.41093 0.66013 15.80302 -0.853
H 2.22530 5.60867 10.33439 0.529
H 3.23863 4.47838 11.39516 -0.482
H 2.82735 6.12032 11.93597 -1.502
H 0.05934 6.09922 11.12002 0.518
H 0.68598 6.40614 12.83256 -0.259
H -1.31567 4.36407 11.90215 0.520
H -1.73860 5.73629 12.83090 0.399
H 0.39909 3.94852 13.80657 -0.353
H -1.89852 2.73027 13.34369 0.428
H -2.44184 3.85401 14.53244 0.405
H -1.91676 1.72505 15.68164 0.516
H -0.79316 3.05281 16.14264 0.076
H 0.59660 1.05155 16.81600 0.329
H 1.40169 0.29825 15.52521 0.221
H -0.32336 -0.13166 15.97251 0.419
C 2.55973 8.98928 9.22368 -0.704
O 2.42105 9.73144 10.43398 -0.462
C 2.21061 8.87581 11.54269 -0.179
C 3.50418 8.24629 12.08574 -0.581
N 4.43519 9.30309 12.50423 0.182
C 4.21329 9.67503 13.91278 -0.028
C 5.05682 10.88062 14.32970 -0.923
O 4.46012 11.96960 13.68062 -0.291
C 5.02942 13.17178 14.15105 -0.859
H 3.31804 8.20611 9.23954 0.233
H 2.63064 9.65810 8.36812 0.324
H 1.59231 8.51215 9.02282 0.315
H 1.41300 8.16624 11.30760 0.488
H 1.86998 9.58425 12.29812 0.103
H 3.96856 7.69804 11.25926 0.303
H 3.38486 7.51927 12.88779 -0.692
H 4.31466 10.11663 11.90779 0.451
H 4.61243 8.92418 14.60989 0.100
H 3.16680 9.78655 14.20073 0.268
H 6.12559 10.66548 14.20602 0.222
H 4.98566 10.94371 15.42465 0.481
H 4.79495 14.03817 13.52690 0.287
H 6.11673 13.30212 14.12290 0.315
H 4.61907 13.40192 15.13682 0.337
C 10.06626 0.61934 11.41549 -0.639
O 8.97696 0.75022 12.32855 -0.204
C 9.46757 0.78754 13.65010 -0.561
C 8.35306 0.39747 14.62761 -0.902
N 7.27565 1.38311 14.61612 0.094
C 6.11856 0.87124 15.40316 -1.465
C 4.93731 1.82654 15.12134 0.853
O 4.33532 1.55817 13.88734 -0.439
C 3.17384 2.33947 13.65769 0.664
H 9.65746 0.41707 10.42625 0.050
H 10.82235 -0.12098 11.67456 0.367
H 10.55277 1.59383 11.30654 0.274
H 9.83318 1.76635 13.98110 0.154
H 10.20459 0.00180 13.83182 0.511
H 8.78839 0.25079 15.61891 0.481
H 7.97181 -0.57578 14.30327 0.431
H 6.97559 1.46227 13.64705 -0.341
H 6.43798 1.02899 16.43485 0.357
H 5.95788 -0.16082 15.09469 0.579
H 5.28038 2.86452 15.15875 -0.398
H 4.16576 1.59163 15.86564 0.390
H 2.50184 2.20323 14.50720 -0.711
H 2.66650 2.02396 12.74763 0.580
H 3.35316 3.40649 13.48896 -0.344
C 5.44983 1.86603 10.64088 -0.509
O 5.99972 1.18147 9.53452 0.561
C 6.60360 -0.07248 9.81630 0.063
C 7.47451 -0.50492 8.65781 -1.307
N 6.76802 -0.94112 7.45884 -0.131
C 6.17189 -2.26285 7.57212 -0.483
C 5.31274 -2.56327 6.37609 -0.142
O 5.03080 -3.93599 6.42634 -0.343
C 4.08952 -4.44492 5.47574 -0.681
H 5.13583 2.82975 10.23655 -0.224
H 6.21080 2.08876 11.39730 -0.167
H 4.64133 1.25743 11.05256 0.449
H 5.75300 -0.73774 10.00901 0.306
H 7.15655 -0.04156 10.76148 -0.014
H 8.23319 -1.19333 9.03426 0.495
H 8.02850 0.33227 8.21984 0.213
H 6.11658 -0.17776 7.29542 0.199
H 5.74129 -2.47451 8.55873 0.233
H 7.04320 -2.92590 7.61135 0.380
H 5.79471 -2.37758 5.40985 0.396
H 4.40771 -1.94148 6.39374 -0.014
H 3.21140 -3.79591 5.43335 0.282
H 3.77091 -5.43629 5.78285 0.239
H 4.60366 -4.43960 4.51292 0.290
C 7.29481 4.92995 8.81918 -0.279
O 7.95523 4.51533 7.65980 -0.525
C 7.68642 3.14818 7.35123 -0.143
C 6.46702 2.90502 6.47536 -0.772
N 5.18568 2.82824 7.20772 0.363
C 4.01966 2.91095 6.32371 -0.740
C 2.87221 2.09480 6.86528 -0.626
O 3.33826 0.77956 7.14088 -0.239
C 2.54324 -0.00817 7.97510 -0.683
H 7.50561 5.99969 8.88230 0.386
H 7.79370 4.46972 9.68104 0.119
H 6.21314 4.76173 8.83179 0.110
H 7.66093 2.55734 8.26943 -0.145
H 8.54209 2.77900 6.78426 0.407
H 6.58159 1.91757 6.01219 0.556
H 6.38338 3.64429 5.68020 0.497
H 5.00775 2.25034 8.02180 -0.214
H 4.40908 2.49428 5.39194 0.483
H 3.78073 3.97800 6.31989 0.305
H 2.06957 2.03979 6.12804 0.431
H 2.51874 2.54945 7.79722 0.276
H 2.33827 0.58054 8.87701 0.199
H 3.05684 -0.93967 8.21242 0.193
H 1.57926 -0.33318 7.56977 0.360
C -1.08947 8.95974 14.35802 -0.690
O 0.23966 8.72130 14.86398 -0.186
C 0.30714 7.70671 15.80439 0.329
C 1.75473 7.62446 16.27958 -0.265
N 2.01830 6.39835 17.03308 -0.346
C 2.10673 5.18758 16.24203 1.443
C 2.05879 3.96058 17.12332 0.093
O 3.25861 3.82201 17.89228 -0.524
C 3.28166 2.71462 18.77770 -0.851
H -1.43742 8.01294 13.93800 0.184
H -1.01529 9.71956 13.58441 0.249
H -1.79093 9.29337 15.12288 0.337
H 0.07198 6.75105 15.31857 -0.514
H -0.35869 7.81101 16.66682 0.333
H 2.05967 8.52194 16.81557 0.519
H 2.36779 7.54976 15.37201 -0.261
H 2.74766 6.46188 17.72525 0.307
H 2.98928 5.24992 15.58745 -0.458
H 1.21634 5.08018 15.61945 -0.526
H 1.94603 3.05003 16.52579 -0.570
H 1.17448 3.99232 17.76296 0.559
H 4.29848 2.57268 19.13981 0.273
H 2.96264 1.82885 18.21777 0.289
H 2.56608 2.79638 19.59751 0.321
O 9.52526 5.78558 15.02742 -0.496
H 9.59876 6.40035 14.25209 0.417
H 10.38123 5.33783 15.07017 0.380
O 5.91023 4.23191 17.11539 -0.399
H 6.25746 3.42882 17.53189 0.279
H 4.97380 4.28863 17.44324 0.362
O 7.28512 9.00592 12.40113 -0.615
H 6.30184 9.06274 12.32685 0.323
H 7.59455 9.89444 12.18701 0.237
O 8.22142 3.45734 15.97261 -0.350
H 9.06542 3.04718 16.20538 0.290
H 7.75835 2.78583 15.35353 0.491
O 7.92871 7.94399 15.37848 -0.484
H 8.38313 8.77566 15.57480 0.259
H 7.54884 8.06932 14.48574 0.278
C 11.43262 6.62641 12.10232 -1.266
C 10.29572 7.55734 11.80539 0.040
O 9.45466 7.57668 12.95241 -0.614
H 12.01090 6.34638 11.21917 0.399
H 11.21339 5.60822 12.43652 0.243
H 12.06423 7.17181 12.80584 0.324
H 9.73868 7.21833 10.92598 0.168
H 10.63671 8.56598 11.56344 0.314
H 8.59716 7.96444 12.69662 0.324
```

Output
Orbital gap, eV: 1.35
HOMO energy, eV: -13.289
LUMO level, eV: -11.94
Total charge: +3